46
Properties=species:S:1:pos:R:3:forces:R:3 method="wB97M-V/def2-TZVPD" orbital_gap_ev=7.134 homo_ev=-5.00 charge=-1
O 0.039501 -2.579307 -2.340249 2.115 1.766 4.172
P 1.567517 -2.013198 -2.827809 -0.338 0.619 -0.371
I 3.282264 -3.314884 -1.577279 -0.300 0.130 0.228
C 1.664700 -0.291697 -2.056876 2.278 -1.421 1.725
I 0.128902 1.153864 -2.644810 -0.604 -0.271 0.032
C 3.022588 0.393253 -2.531433 0.311 2.043 -0.763
O 3.552857 1.174431 -1.478016 -0.249 -1.345 0.641
Al 2.975054 0.555381 0.153514 -0.435 -0.085 -0.707
O 1.784891 -0.563229 -0.715985 -0.564 0.920 -0.676
H 0.028924 -3.534270 -2.217720 0.179 0.121 0.257
H 3.750118 -0.292583 -3.037102 -0.351 -0.250 0.946
H 2.880483 1.169338 -3.318421 -0.572 -0.859 0.026
H 4.047201 -0.221530 1.063134 0.083 0.064 -0.128
H 1.988388 1.498290 0.985205 -0.010 0.020 -0.157
Cl 4.289367 6.699315 2.520121 0.049 0.037 0.029
C 3.510852 5.927772 1.110411 -0.136 -0.017 -0.218
C 2.469113 4.913053 1.514890 -0.075 -0.101 -0.050
Cl 3.184405 3.474887 2.267931 0.248 0.416 0.343
H 4.290429 5.475636 0.501038 0.006 -0.048 0.119
H 3.044090 6.725734 0.533219 -0.024 -0.006 0.064
H 1.928798 4.568674 0.631472 0.088 -0.017 -0.028
H 1.748563 5.336798 2.212270 0.085 0.024 0.018
Cl -0.127076 -3.177376 -4.406740 -2.294 -1.507 -5.140
C -1.421994 -3.564759 -5.596262 0.438 -0.296 -0.249
C -0.888823 -4.108412 -6.904967 -0.329 -0.131 0.022
Cl -0.010234 -2.869610 -7.839055 0.046 -0.003 -0.004
H -2.006691 -2.659651 -5.751855 0.117 0.025 0.009
H -2.063163 -4.312023 -5.126640 0.032 -0.032 -0.067
H -1.713495 -4.449671 -7.533481 0.028 0.067 0.004
H -0.215874 -4.947713 -6.741716 0.065 0.106 0.041
Cl 1.348801 -1.597744 2.718830 0.033 -0.057 0.037
C -0.320420 -1.583207 2.106262 0.023 0.043 -0.081
C -1.314639 -1.155896 3.157288 0.316 -0.160 -0.510
Cl -1.495533 -2.373678 4.456255 -0.080 -0.007 0.137
H -0.546402 -2.576380 1.722098 0.021 0.013 0.062
H -0.341228 -0.881246 1.271156 0.046 0.028 0.039
H -2.297546 -1.031154 2.709483 0.447 -0.356 -0.003
H -1.028592 -0.213667 3.618036 0.065 -0.091 0.041
Cl -5.881256 2.608284 5.016906 -0.021 0.020 -0.027
C -5.822305 0.827718 5.076138 -0.037 -0.124 0.064
C -4.416823 0.297000 4.928310 -0.020 -0.127 0.111
Cl -3.766395 0.555561 3.290310 -0.777 0.685 0.159
H -6.477538 0.443141 4.297147 0.074 0.070 -0.040
H -6.227716 0.530189 6.042856 0.076 0.016 0.006
H -4.408000 -0.778601 5.104388 -0.027 0.020 -0.034
H -3.736065 0.763170 5.637748 -0.024 0.060 -0.076



15
Properties=species:S:1:pos:R:3:forces:R:3 method="wB97M-V/def2-TZVPD" smiles="C#C[N+](=C)CC=C" orbital_gap_ev=8.310 homo_ev=-14.15 e_above_lowest_kj_mol=541.5 charge=+1
C -1.147697 -2.125451 2.350855 0.749 1.609 -0.972
C -0.653898 -1.252933 1.637182 -1.013 -2.249 1.333
C 0.057375 0.772866 -2.715492 1.351 0.602 -0.570
C 1.062722 0.262987 1.584635 0.205 0.091 -2.834
C 0.400076 0.703620 -1.462840 1.799 -0.464 0.806
C -0.460220 0.273556 -0.348576 -1.219 2.826 0.940
N 0.070874 -0.281843 0.942373 0.664 0.728 1.862
H -1.604205 -2.864780 3.059318 0.653 1.103 -1.245
H 0.798129 1.272407 -3.322949 -0.240 -0.163 -0.507
H -0.802738 0.405273 -3.158466 -1.691 -0.545 -0.682
H 1.604532 1.032223 1.007801 -0.322 -0.211 0.659
H 1.476420 -0.144447 2.475559 -0.204 -0.203 0.788
H 1.393853 1.100381 -1.303507 0.029 0.122 0.788
H -1.172027 -0.437004 -0.594821 -1.442 -1.207 -0.964
H -1.023195 1.283146 -0.151073 0.682 -2.040 0.598



12
Properties=species:S:1:pos:R:3:forces:R:3 method="wB97M-V/def2-TZVPD" orbital_gap_ev="7.914 / 7.188" homo_ev="-9.65 / -8.57" e_above_lowest_kj_mol=221.9 charge=0
C 3.369669 0.269555 0.145202 -1.291 0.006 0.081
C -0.837537 -0.331241 0.642853 0.389 -0.579 0.043
C -0.756518 1.120359 0.559176 0.469 0.559 -0.206
C 0.289044 -1.011674 0.380206 0.471 -0.007 0.094
C 0.407048 1.653477 0.140100 0.436 -0.017 -0.202
N 4.498195 0.296831 0.334811 0.804 0.026 0.104
Si 1.558199 0.227495 -0.218189 -0.898 -1.060 -1.196
H -1.772275 -0.794331 0.917167 -0.113 -0.168 -0.027
H -1.614787 1.713071 0.841290 -0.036 0.169 -0.018
H 0.352051 -2.084655 0.379179 0.002 -0.168 0.026
H 0.573000 2.713250 0.053703 0.012 0.105 -0.027
H 1.864579 -1.200004 -2.405806 -0.245 1.134 1.326



30
Properties=species:S:1:pos:R:3:forces:R:3 method="wB97M-V/def2-TZVPD" s_squared=2.0193 orbital_gap_ev="6.038 / 7.564" homo_ev="-5.19 / -9.08" multiplicity=3 charge=0
C 3.316354 -1.570275 0.775639 4.867 -0.712 -3.142
C 2.088516 -1.333099 1.297451 -2.953 0.914 3.605
C 4.082946 -0.807192 -0.180527 0.221 -1.913 -0.526
C 1.104570 -0.398681 1.184584 0.341 -2.758 2.080
C 4.064261 0.520497 -0.369615 -3.944 0.281 5.127
C 0.661273 0.137076 0.036428 -1.491 3.522 -3.916
C -3.440543 -1.199355 -1.069216 -2.875 0.708 0.499
C -0.424574 2.221312 1.004778 -1.349 -0.813 0.096
C -2.042742 -0.799305 -0.903605 1.067 2.291 -1.719
C -1.775125 0.371394 0.057772 -1.743 1.011 -1.632
C -0.485723 1.126195 -0.087452 1.931 0.061 0.211
O 4.594942 1.224356 -1.291870 1.510 0.000 -3.625
F 1.100536 -0.232417 -1.238554 -0.001 -0.283 1.614
H 3.855534 -2.456188 1.120986 -0.474 -0.028 -0.296
H 1.811494 -1.866055 2.204262 1.017 -0.541 0.072
H 4.782153 -1.320635 -0.903347 -0.479 -0.055 1.080
H 0.473945 -0.495528 2.118031 -0.060 0.932 -1.543
H 3.439258 1.072630 0.411095 1.044 -0.183 -1.232
H -3.932946 -0.340246 -1.519207 -0.610 -0.162 -0.512
H -3.658732 -2.125109 -1.640556 0.462 0.643 0.221
H -3.971529 -1.276768 -0.091069 0.466 -0.255 -0.425
H -1.443832 2.667377 0.990049 0.784 0.118 0.387
H -0.225244 1.777852 1.980386 -0.417 -0.175 0.123
H 0.333335 2.969267 0.935307 0.501 0.550 -0.738
H -1.649151 -1.618657 -0.479536 2.619 -3.021 1.082
H -1.603835 -0.581143 -1.940656 -0.241 -0.383 1.541
H -2.526773 1.141764 -0.232868 -0.099 -0.401 0.783
H -1.846242 0.115503 1.102519 -0.567 -0.369 0.371
H -0.446289 1.636691 -1.061067 0.133 -0.406 0.087
H 4.764990 0.533981 -1.991163 0.338 1.428 0.329



26
Properties=species:S:1:pos:R:3:forces:R:3 method="wB97M-V/def2-TZVPD" orbital_gap_ev=8.406 homo_ev=-8.35 e_above_lowest_kj_mol=87.2 charge=0
C 1.968238 -2.147863 0.064557 -0.430 1.593 -0.512
C 3.137307 -1.399884 -0.025365 1.677 0.941 0.727
C 0.834547 -1.418822 -0.024507 -1.267 0.631 0.020
C 3.100667 -0.039683 -0.070584 -0.899 0.628 -0.061
C -0.568381 -1.968633 0.130240 1.367 0.396 0.190
C 1.876240 0.789313 -0.131191 -1.036 -1.170 -0.587
C -1.034779 0.258732 -0.478170 2.117 2.216 1.763
C -0.990840 0.473139 -1.923910 -0.702 -2.831 -1.521
C -1.917402 1.431527 1.833467 -2.298 -0.113 -0.080
C -1.711951 1.494547 0.309335 3.491 1.098 -0.873
N -1.464454 -0.993639 -0.107748 -3.949 0.678 1.602
N 0.774065 -0.063483 -0.153753 -2.241 -0.427 0.277
O -0.881900 -3.034641 0.539960 -0.043 -2.070 0.490
O 1.732378 1.993373 -0.217334 0.537 0.123 0.133
Cl 4.523946 0.865554 -0.009126 1.028 0.536 -0.015
H 1.924737 -3.172586 0.156017 -0.020 -2.023 0.236
H 4.167672 -1.769442 0.105787 -0.782 -0.408 -0.294
H -0.479279 1.333946 -2.263329 0.752 0.651 -0.300
H -2.027974 0.522514 -2.205296 -0.733 0.507 -0.327
H -0.731135 -0.537709 -2.431973 0.334 1.897 0.672
H -2.746093 0.671837 1.855460 0.457 0.596 0.978
H -2.400384 2.440762 2.182130 1.114 -1.941 -0.528
H -1.123921 1.076490 2.538573 -0.351 0.563 -1.099
H -0.973948 2.322906 0.070581 -0.589 -0.846 0.284
H -2.604517 1.873421 -0.219888 0.077 -0.837 0.245
H -2.382850 -1.001683 0.476061 2.390 -0.388 -1.418



48
Properties=species:S:1:pos:R:3:forces:R:3 method="wB97M-V/def2-TZVPD" orbital_gap_ev=6.879 homo_ev=-8.13 e_above_lowest_kj_mol=1838.9 charge=0
C 7.379469 1.524580 -0.458459 5.986 -0.574 -3.387
H 7.547136 2.476970 -1.052321 0.270 -0.901 1.153
O 6.143943 1.214588 -0.690387 -6.205 -4.520 0.917
C 5.667340 -0.106992 -0.152914 -0.358 0.159 -1.082
C 6.474591 -1.119593 0.406053 1.608 3.640 1.467
C 5.901325 -2.229244 1.100746 -8.178 5.236 -5.651
C 4.547388 -2.622472 1.009768 1.919 6.326 -4.571
C 3.768797 -1.621111 0.031173 -1.097 -4.392 3.900
C 4.206628 -0.396821 -0.404519 6.320 -4.133 4.044
N 3.492962 0.426586 -1.041682 -11.606 -1.158 4.420
C 2.139850 1.120635 -0.788081 -0.367 -3.943 -2.693
O 1.525811 1.731689 -1.704382 2.883 -1.702 4.083
C 1.561446 0.341075 0.406468 1.376 9.755 3.122
N 0.371882 -0.172067 0.296578 -6.018 -5.714 -1.697
N 0.557583 -1.467131 -0.412685 -0.804 0.655 2.228
N -0.437685 -2.241400 -0.505709 8.847 -2.529 -2.851
C -1.598324 -1.950781 -0.407686 -10.147 6.488 3.061
C -2.012357 -0.619307 0.197637 6.652 -1.298 0.417
C -3.271412 -0.260467 0.111113 -7.054 -2.716 0.855
C -4.088124 -1.378500 -0.231851 1.236 -0.091 -2.216
S -3.077311 -2.704058 -1.021618 -0.680 1.468 1.884
C -5.663926 -1.359410 -0.296311 7.086 7.827 -8.562
O -6.148051 -0.291451 0.322541 -3.607 -1.754 2.940
C -5.581272 0.926961 0.313421 5.491 -0.479 -7.559
C -6.391706 1.991441 0.724288 -0.290 -2.478 8.681
H -5.842999 2.824045 1.017844 0.082 2.237 -0.764
H -7.360208 1.729235 0.507733 -2.499 1.098 -1.287
H -6.477441 1.580982 1.935945 -0.270 1.173 -2.022
C -5.552590 1.306529 -1.208249 3.935 0.527 -3.886
H -5.164316 2.354057 -1.286281 -0.244 -0.669 0.124
H -6.441608 1.331750 -1.826996 -0.810 -0.312 0.711
H -4.773791 0.752529 -2.020467 -1.717 0.929 2.539
C -4.062030 0.859452 0.742522 -4.838 -6.045 2.412
H -3.559695 1.601510 0.470514 3.636 7.268 -1.326
H -4.178916 0.663548 1.814543 0.870 0.495 0.148
H -5.908679 -2.173403 0.017280 -3.947 -9.115 3.895
H -5.814837 -1.419540 -1.686833 -0.099 0.388 3.913
C -0.907053 0.328108 0.809260 0.725 -6.357 -6.085
O -1.019781 1.427303 1.109063 -0.907 5.032 2.961
H 2.107506 0.099710 1.258915 2.171 -1.840 0.374
H 1.277553 1.363382 1.171119 0.291 -1.563 -2.135
H 3.784834 1.003452 -1.566945 6.588 9.113 -9.377
H 2.670530 -1.969395 -0.017698 1.966 1.058 -0.666
H 4.213521 -3.581009 1.231668 -0.877 -1.218 0.691
H 6.514845 -2.742756 1.512284 7.365 -6.555 5.394
H 7.642290 -0.757587 0.705880 -3.385 -1.443 -1.086
H 7.700786 1.538138 0.547583 0.204 0.462 1.384
H 8.136080 0.666232 -0.989867 -1.500 2.163 1.180



Strongest force on any atom readings, ordered: 0.113; 0.063; 0.036; 0.126; 0.084; 0.285 Eh/bohr